Entry 1:
Here is a molecular structure, C18H40N5P3PdS at a distorted geometry from OMol25. Energies are from ωB97M-V/def2-TZVPD.

The geometry in XYZ format:
```
68
Properties=species:S:1:pos:R:3:forces:R:3
Pd -0.4700 0.5523 -1.3137 1.4 -2.0 1.1
P 1.5857 0.8107 0.2616 1.4 1.8 0.5
P -2.2752 1.5323 -0.4117 0.6 1.4 -0.6
P 0.7319 1.5927 -2.9401 0.0 1.8 -1.0
H 0.2980 -3.3831 -0.6763 0.7 -0.8 -0.6
C 1.3501 -3.5156 -1.0174 0.1 0.9 0.6
C 2.3050 -3.3753 -0.0862 -0.6 0.4 0.4
H 1.9897 -3.3540 0.9859 0.5 0.1 -0.9
C 2.0469 0.0059 1.8286 -0.6 -0.7 0.5
C 1.4299 2.5404 0.9574 -0.2 -0.1 -0.2
C 3.3037 0.7867 -0.4676 -0.1 -0.3 -0.6
C -3.9494 1.1229 -0.8918 -0.2 -0.3 0.3
C -2.1133 1.7870 1.3635 -0.4 -0.4 0.3
C -1.9206 3.1619 -1.1060 -0.1 -0.1 0.1
C 2.2261 0.9433 -3.6888 0.6 -0.4 0.0
C 1.2429 3.2721 -2.3984 -0.2 -0.2 0.3
C -0.3657 1.8437 -4.3683 -0.4 0.4 0.1
H 1.5741 -3.6061 -2.0888 -0.2 0.1 0.5
H 3.3718 -3.2137 -0.2908 -0.5 -0.6 0.0
H 1.9162 -1.0721 1.7150 0.1 0.0 0.3
H 1.3834 0.3877 2.6158 0.5 -0.2 -0.2
H 3.0968 0.2080 2.0829 -0.4 0.1 -0.2
H 0.4341 2.6247 1.4238 0.5 0.1 -0.1
H 1.5199 3.3273 0.1918 0.0 -0.4 0.4
H 2.1926 2.7038 1.7416 -0.3 -0.1 -0.5
H 3.3660 -0.0607 -1.1753 0.1 0.4 0.3
H 4.0259 0.5845 0.3497 -0.5 0.3 -0.6
H 3.5777 1.7278 -0.9858 -0.2 -0.6 0.3
H -4.5611 2.0138 -0.6763 0.0 -0.3 -0.1
H -4.2742 0.2752 -0.2755 -0.2 0.2 -0.2
H -4.0134 0.8540 -1.9559 0.0 0.2 0.3
H -2.2983 2.8469 1.5939 -0.1 -0.4 0.1
H -1.1302 1.4639 1.7343 -0.5 0.5 -0.3
H -2.8676 1.1144 1.7986 0.1 0.5 0.3
H -2.6358 3.8227 -0.6048 0.1 0.4 -0.5
H -2.0343 3.1350 -2.2052 -0.1 0.3 0.6
H -0.8947 3.4530 -0.8297 -0.7 -0.1 0.0
H 1.9664 0.6178 -4.7030 0.3 0.1 0.2
H 2.6791 0.1069 -3.1484 -0.1 0.2 -0.2
H 2.9348 1.7851 -3.7085 0.0 -0.4 -0.2
H 1.5095 3.8558 -3.2799 0.2 -0.1 -0.1
H 2.0974 3.1982 -1.7211 0.0 0.0 -0.4
H 0.4636 3.8190 -1.8654 0.2 -0.1 -0.3
H -0.1906 1.0109 -5.0605 -0.3 0.3 0.1
H -0.1467 2.8169 -4.8603 -0.1 -0.6 0.2
H -1.4154 1.8473 -4.0262 0.4 0.0 -0.4
C -1.0906 -2.9969 -4.6841 -1.4 -1.1 1.0
C -2.2267 -2.9828 -5.5150 -1.0 0.9 -1.5
C -2.0731 -3.3982 -6.8356 -1.0 0.9 1.2
C -0.8543 -3.9789 -7.2277 0.5 -1.0 -0.1
C -0.0678 -4.5866 -6.2100 0.0 0.0 2.1
C -0.3193 -4.2019 -4.8703 2.2 -0.2 -0.8
S -0.7051 -1.7138 -3.5158 0.7 -0.3 0.8
H -1.7019 -1.0869 -2.6696 0.1 -1.3 -1.8
H -3.1516 -2.5412 -5.1236 0.4 0.1 -0.6
H -2.8839 -3.2325 -7.5412 0.2 -0.1 0.0
H -0.5938 -4.1583 -8.2724 -0.2 0.2 0.2
H 0.6722 -5.3834 -6.4403 -0.7 0.7 0.2
H 0.0998 -4.7505 -3.9865 0.0 0.8 -1.0
N -1.0542 -0.9468 4.5961 -1.0 -0.7 -4.0
N -1.1936 -1.2999 3.2636 -0.7 -0.3 1.9
N -1.9039 -2.3419 2.8315 0.7 0.2 -1.4
C -1.7112 -2.2308 1.4827 -1.1 -1.6 2.6
N -1.0016 -1.1564 1.1351 1.6 2.5 3.0
N -0.6492 -0.5416 2.2842 -0.5 -1.2 -2.6
H -0.6806 -0.0130 4.6889 0.5 0.4 0.4
H -1.8397 -1.2420 5.1766 0.0 -0.5 0.4
H -2.0647 -2.9700 0.7674 -0.1 0.2 0.3
```
Forces are in eV/Å.

Properties
- Net charge: +4
- E_LUMO (spin up / spin down): -12.006 / -16.344 eV
- Calculated total energy: -68897.8448 eV
- Molecular weight: 557.96 g mol⁻¹
- Multiplicity: 5
- Highest occupied orbital energy (spin up / spin down): -19.24 / -19.65 eV
- Gap between HOMO and LUMO (spin up / spin down): 7.2 / 3.3 eV
- Expectation value of S²: 6.0491

Results of the Mulliken charge analysis, in e, for atoms 1 through 5: 0.034 1.152 1.077 1.031 0.081

***

Entry 2:
Here is a molecular structure, C5H13O4P at a distorted geometry from OMol25. Energies are from ωB97M-V/def2-TZVPD.

The geometry in XYZ format:
```
23
Properties=species:S:1:pos:R:3:forces:R:3
C -1.3002 -0.0620 -2.8627 0.5 -2.8 -0.9
C 1.7701 -0.9485 -1.2882 0.2 0.5 1.4
C 1.0906 -0.8642 2.3098 1.3 1.0 2.9
C -1.3261 1.6862 2.0641 -1.8 0.0 0.7
C -0.5171 -0.5030 -0.7360 2.1 2.3 2.2
O 0.4412 2.2779 0.2054 -0.2 -0.6 0.0
O -0.5292 0.3624 -1.7652 0.1 0.7 -0.2
O 0.5412 -1.3960 -0.7622 -1.4 -0.2 0.8
O 1.1556 0.4003 1.6976 0.2 0.1 -1.1
P -0.0670 1.0719 0.9082 0.6 0.2 -2.1
H -0.5424 -0.2351 -3.7540 -2.1 1.0 1.3
H -2.1722 0.6139 -2.9104 0.6 -0.3 -0.9
H -1.6922 -1.1508 -2.6543 0.5 1.9 -0.4
H 2.1634 -1.8339 -1.6999 1.0 -0.7 -0.8
H 2.4445 -0.4887 -0.5506 -0.2 -0.5 0.3
H 1.6118 -0.1535 -1.9498 -0.2 0.8 -1.6
H 0.3500 -1.5129 1.9201 -0.6 -0.7 -0.5
H 0.8584 -0.5239 3.3469 -0.2 -1.3 -0.2
H 2.1079 -1.3490 2.3999 -1.1 0.6 -0.7
H -2.0726 2.1956 1.3753 0.9 -0.6 0.8
H -1.9293 0.8565 2.5938 1.1 1.4 -0.5
H -0.9288 2.5271 2.7619 -0.4 -1.8 -1.1
H -1.4577 -0.9706 -0.6496 -0.8 -1.0 0.6
```
Forces are in eV/Å.

Properties
- E_LUMO: 0.651 eV
- Calculated total energy: -22872.3986 eV
- Molecular weight: 168.13 g mol⁻¹
- Multiplicity: 1
- Highest occupied orbital energy: -8.45 eV
- Gap between HOMO and LUMO: 9.1 eV

Results of the Mulliken charge analysis, in e, for atoms 1 through 5: -0.712 -0.816 -0.753 -0.950 -0.356

***

Entry 3:
Here is C4H4ClNO2S in the gas phase at a distorted geometry from OMol25. Energies are from ωB97M-V/def2-TZVPD.

The geometry in XYZ format:
```
13
Properties=species:S:1:pos:R:3:forces:R:3
C -0.6509 1.0669 0.8651 -0.1 -1.3 -3.7
C -1.2899 0.7103 -0.2756 -0.1 0.6 1.9
C 1.5328 0.5796 0.2832 0.5 -1.3 -0.5
C -1.9622 0.2797 -1.3081 0.3 0.0 0.4
N 0.7161 1.3686 0.7388 -1.6 0.9 1.1
O 0.4450 -1.8939 0.9770 0.3 0.7 0.1
O 2.8367 -1.7192 0.1153 -0.7 -0.2 0.5
S 1.4714 -1.2933 -0.1602 0.1 0.3 -0.9
Cl 2.9566 1.2398 -0.3240 1.6 0.1 -0.4
H -1.0851 1.1427 1.8110 -0.9 0.5 1.2
H -2.1503 -0.7556 -1.3906 0.2 -1.4 0.1
H -0.4218 -1.4508 0.8446 0.4 -0.2 0.0
H -2.3983 0.7253 -2.1766 0.0 1.3 0.0
```
Forces are in eV/Å.

Properties
- E_LUMO: 0.120 eV
- Calculated total energy: -33151.3914 eV
- Molecular weight: 165.60 g mol⁻¹
- Multiplicity: 1
- Highest occupied orbital energy: -9.01 eV
- Gap between HOMO and LUMO: 9.1 eV

Results of the Mulliken charge analysis, in e, for atoms 1 through 5: -0.522 0.369 0.576 -0.760 -0.369

***

Entry 4:
Here is 3 unconnected molecules or ions with the total composition C12H28N3O2 at a distorted geometry from OMol25. Energies are from ωB97M-V/def2-TZVPD.

The geometry in XYZ format:
```
45
Properties=species:S:1:pos:R:3:forces:R:3
C -2.4099 -0.2052 0.7064 1.5 -0.3 -0.4
C -0.8752 0.0519 0.1265 1.5 0.9 1.0
N -0.5250 -0.2669 -1.3253 6.0 3.4 5.8
C 0.9507 0.1340 -1.3594 -0.9 0.2 1.2
N 1.5115 0.6699 -0.0320 -5.5 -1.9 -1.7
C 0.3879 0.6619 0.9820 -2.7 -2.0 -4.3
N 0.3094 1.1008 2.4292 1.3 0.7 -3.2
H -3.0703 0.7680 0.6560 1.5 -2.0 0.1
H -2.2592 -0.5664 1.8296 -0.5 0.8 -2.5
H -2.8624 -1.0610 0.0189 0.8 1.9 1.7
H -1.1320 -0.6378 -2.1058 1.0 0.6 1.1
H 1.6117 0.0619 -2.3411 -1.6 0.1 2.6
H 2.4864 1.0142 0.1842 -1.5 -0.7 -0.9
H -0.0915 2.0755 2.3932 0.3 -1.3 0.2
H 1.2835 1.2351 2.8202 -1.3 -0.5 -0.6
C -4.9052 1.1820 -3.0292 -0.1 0.0 0.1
C -3.9226 0.9932 -4.1739 -0.1 -0.1 0.0
O -3.5690 -0.3693 -4.3997 0.4 0.0 0.2
C -4.6358 -1.2544 -4.7337 -0.1 -0.1 -0.1
C -5.3714 -0.8622 -6.0037 0.0 0.1 -0.1
H -4.4959 0.7660 -2.1006 0.0 0.1 -0.1
H -5.1140 2.2461 -2.8771 0.1 -0.2 0.0
H -5.8555 0.6800 -3.2206 0.0 0.1 0.0
H -2.9954 1.5215 -3.9306 0.0 -0.2 -0.1
H -4.3003 1.4435 -5.0963 -0.1 0.0 0.0
H -5.3265 -1.3478 -3.8892 0.0 0.1 0.0
H -4.1882 -2.2449 -4.8768 0.1 0.3 0.1
H -5.8455 0.1180 -5.9163 -0.1 -0.1 0.0
H -6.1522 -1.5941 -6.2329 0.1 0.1 0.1
H -4.6765 -0.8152 -6.8493 -0.1 -0.1 0.1
C 6.9197 -0.5308 4.3168 0.0 0.0 -0.2
C 5.8202 0.1989 5.0718 0.2 -0.1 0.0
O 4.9003 0.8771 4.2196 -0.4 0.1 -0.3
C 4.1802 0.0682 3.2920 0.4 -0.1 0.5
C 3.3291 -1.0008 3.9558 -0.1 0.0 0.1
H 7.4777 0.1683 3.6822 -0.1 -0.1 0.2
H 7.6157 -1.0028 5.0183 -0.1 0.1 -0.1
H 6.5196 -1.3123 3.6680 0.0 -0.1 0.1
H 6.2790 0.9620 5.7082 -0.3 0.1 -0.2
H 5.2848 -0.4796 5.7421 0.0 -0.1 0.0
H 4.8679 -0.3706 2.5616 0.0 -0.1 0.0
H 3.5241 0.7435 2.7306 0.1 0.2 0.1
H 3.9334 -1.7097 4.5265 0.0 0.0 -0.1
H 2.7708 -1.5651 3.2024 0.0 0.0 0.1
H 2.6160 -0.5448 4.6514 0.1 -0.1 -0.1
```
Forces are in eV/Å.

Properties
- Net charge: +1
- E_LUMO: -4.132 eV
- Calculated total energy: -21451.1080 eV
- Molecular weight: 246.38 g mol⁻¹
- Multiplicity: 1
- Highest occupied orbital energy: -12.06 eV
- Gap between HOMO and LUMO: 7.9 eV

Results of the Mulliken charge analysis, in e, for atoms 1 through 5: -0.915 0.248 -0.068 -0.200 -0.060

***

Entry 5:
Here is 2 unconnected molecules or ions with the total composition C2H2O3PS at a distorted geometry from OMol25. Energies are from ωB97M-V/def2-TZVPD.

The geometry in XYZ format:
```
9
Properties=species:S:1:pos:R:3:forces:R:3
C -0.7278 -1.1384 0.5220 -0.4 -1.0 0.4
C -0.3714 -0.0608 0.0840 1.2 1.9 -0.6
O 2.1179 2.4818 0.5326 -0.8 -0.7 -0.6
O 0.3873 3.3442 -0.9869 0.3 -1.4 0.3
O 2.1132 1.7869 -1.8360 -0.9 -0.2 0.9
P -1.1186 -2.7340 1.1672 0.2 0.5 -0.1
S 1.3904 2.3350 -0.7085 0.6 1.2 -0.1
H -1.2714 -3.4148 -0.0552 0.0 -0.2 -0.2
H -2.5196 -2.5998 1.2808 -0.2 0.0 0.1
```
Forces are in eV/Å.

Properties
- Net charge: -1
- E_LUMO: 2.363 eV
- Calculated total energy: -28369.9263 eV
- Molecular weight: 137.08 g mol⁻¹
- Multiplicity: 1
- Highest occupied orbital energy: -4.67 eV
- Gap between HOMO and LUMO: 7.0 eV

Results of the Mulliken charge analysis, in e, for atoms 1 through 5: -0.531 0.085 -0.409 -0.445 -0.421

***

Entry 6:
Here is 2 unconnected molecules or ions with the total composition C3H11N2O2S at a distorted geometry from OMol25. Energies are from ωB97M-V/def2-TZVPD.

The geometry in XYZ format:
```
19
Properties=species:S:1:pos:R:3:forces:R:3
C -1.1112 -1.3960 -0.5302 0.1 0.1 0.2
C -0.7104 -0.4161 -1.6178 0.0 0.0 0.4
S 0.0883 -1.2245 -3.0265 -0.2 0.0 -0.2
N -1.6087 -0.6424 0.6762 -0.1 0.3 -0.8
H -0.2473 -1.9639 -0.1924 0.0 -0.1 0.0
H -1.8936 -2.0870 -0.8308 0.0 0.0 -0.2
H -0.0461 0.3411 -1.1950 0.0 0.0 0.0
H -1.5985 0.1073 -1.9752 0.1 0.0 -0.3
H 0.7956 -2.1270 -2.3301 0.0 0.1 0.1
H -1.8899 -1.2851 1.4145 0.1 0.2 0.2
H -2.4109 -0.0699 0.4107 -0.2 -0.2 0.1
H -0.8948 0.0630 1.0038 0.1 -0.3 0.6
N 2.1138 0.8593 0.9053 -0.5 0.3 -0.1
C 1.0963 1.5930 1.4480 0.4 0.4 0.3
O 1.3507 2.8984 1.5970 0.8 -0.6 -0.3
O 0.0470 1.1248 1.8468 -0.4 -0.3 -0.3
H 2.6902 1.3157 0.2222 0.3 0.0 -0.1
H 1.9140 -0.1062 0.7223 0.1 -0.2 0.0
H 2.3153 3.0155 1.4512 -0.7 0.4 0.2
```
Forces are in eV/Å.

Properties
- Net charge: +1
- E_LUMO: -3.232 eV
- Calculated total energy: -21194.3740 eV
- Molecular weight: 139.20 g mol⁻¹
- Multiplicity: 1
- Highest occupied orbital energy: -13.02 eV
- Gap between HOMO and LUMO: 9.8 eV

Results of the Mulliken charge analysis, in e, for atoms 1 through 5: -0.711 -0.462 -0.136 -0.087 0.428